No. 1
This record from OMol25 describes a molecular structure, C4H8O2. The level of theory is ωB97M-V/def2-TZVPD.

Computed properties:
HOMO energy (hartree): -0.3006
LUMO (eV): 0.901
Total charge: 0
HOMO-LUMO gap (Ha): 0.3337

XYZ file:
```
14
Properties=species:S:1:pos:R:3:lowdin_charge:R:1
C 0.77 0.95 -1.47 0.0479
C -1.25 0.30 0.72 -0.0571
C -0.67 -0.99 1.03 -0.3688
O -0.23 -1.85 -0.02 -0.0640
C 0.02 0.29 1.21 -0.1259
O 1.41 0.23 -0.08 -0.1390
H 0.73 2.03 -1.29 0.0742
H 1.58 0.68 -2.14 0.0594
H -0.21 0.65 -1.92 0.0748
H -2.15 0.76 1.09 0.0822
H -0.95 -1.57 1.90 0.1327
H -0.77 -1.59 -0.78 0.0896
H 0.52 0.84 1.99 0.1238
H 1.21 -0.73 -0.23 0.0703
```


No. 2
This record from OMol25 describes 2 unconnected molecules or ions with the total composition C2H8P2S2. The level of theory is ωB97M-V/def2-TZVPD.

Computed properties:
HOMO energy (spin up / spin down) (hartree): -0.3047 / -0.3051
LUMO (spin up / spin down) (eV): -1.364 / -1.353
Total charge: 0
HOMO-LUMO gap (spin up / spin down) (Ha): 0.2546 / 0.2554

XYZ file:
```
14
Properties=species:S:1:pos:R:3:lowdin_charge:R:1
C -1.22 1.78 0.55 -0.1835
C -0.41 0.85 -0.37 -0.5409
P 0.36 -0.42 0.68 0.4558
P -0.51 -2.36 0.08 0.4965
S 2.89 -0.77 -0.95 0.1130
S 2.22 -2.65 -1.09 -0.0929
H -0.69 1.91 1.54 0.0794
H -1.32 2.75 0.15 0.0590
H -2.11 1.38 0.70 0.0095
H 0.36 1.34 -1.03 0.0743
H -1.15 0.26 -0.94 0.0485
H -0.63 -0.48 1.67 -0.1045
H -0.07 -3.10 1.13 -0.2332
H 2.27 -0.49 -2.13 -0.1809
```


No. 3
This record from OMol25 describes C4H6N2 in the gas phase. The level of theory is ωB97M-V/def2-TZVPD.

Computed properties:
HOMO energy (hartree): -0.3436
SMILES: CC1C=NN=C1
LUMO (eV): 0.005
Total charge: 0
HOMO-LUMO gap (Ha): 0.3437

XYZ file:
```
12
Properties=species:S:1:pos:R:3:lowdin_charge:R:1
C 2.12 0.14 -0.18 -0.0669
C 0.66 0.13 0.26 -0.4345
C -0.06 -1.12 0.00 -0.1458
N -1.33 -0.80 -0.10 -0.0841
N -1.66 0.49 -0.09 -0.0206
C -0.42 1.15 0.04 -0.0735
H 2.08 -0.03 -1.34 0.1187
H 2.45 -0.98 0.13 0.1245
H 2.71 0.88 0.26 0.0353
H 0.65 0.28 1.43 0.1982
H 0.00 -2.26 0.31 0.1573
H -0.67 2.45 -0.17 0.1913
```


No. 4
This record from OMol25 describes C19H19N5O2 in the gas phase. The level of theory is ωB97M-V/def2-TZVPD.

Computed properties:
HOMO energy (hartree): -0.3073
SMILES: c1ccc2c(c1)CCN(Cc1nnnn1Cc1ccc3c(c1)OCO3)C2
LUMO (eV): 0.591
Total charge: 0
HOMO-LUMO gap (Ha): 0.3291

XYZ file:
```
45
Properties=species:S:1:pos:R:3:lowdin_charge:R:1
C 1.62 4.66 2.52 -0.0868
C 0.41 5.07 1.99 -0.0888
C -0.34 4.19 1.23 -0.0421
C 0.11 2.89 1.01 -0.1580
C 1.32 2.47 1.55 -0.1736
C 2.07 3.37 2.30 -0.0381
C 1.84 1.08 1.31 -0.1100
C 0.77 0.17 0.70 -0.1687
N 0.01 0.82 -0.36 -0.1612
C 0.82 1.22 -1.50 -0.1084
C 1.56 0.06 -2.06 -0.2999
N 2.86 -0.10 -2.11 0.0733
N 3.07 -1.27 -2.69 -0.0437
N 1.98 -1.84 -2.99 0.0408
N 0.98 -1.03 -2.62 -0.0621
C -0.40 -1.39 -2.76 -0.0740
C -0.93 -1.93 -1.45 -0.2197
C -0.32 -3.03 -0.87 -0.0408
C -0.73 -3.54 0.35 0.0173
C -1.78 -2.90 0.97 -0.2062
C -2.40 -1.79 0.39 -0.2015
C -2.00 -1.29 -0.82 0.0371
O -3.40 -1.35 1.22 0.0315
C -3.40 -2.22 2.33 -0.1573
O -2.38 -3.18 2.17 0.0378
C -0.73 1.93 0.20 -0.1354
H 2.22 5.35 3.11 0.1008
H 0.06 6.08 2.15 0.1002
H -1.28 4.50 0.81 0.1112
H 3.01 3.05 2.72 0.1142
H 2.20 0.65 2.25 0.1233
H 2.70 1.14 0.63 0.1164
H 1.23 -0.74 0.31 0.1179
H 0.05 -0.13 1.47 0.1290
H 0.14 1.61 -2.26 0.1321
H 1.55 2.01 -1.26 0.1347
H -0.44 -2.16 -3.54 0.1349
H -0.97 -0.51 -3.07 0.1286
H 0.50 -3.51 -1.39 0.1099
H -0.26 -4.40 0.80 0.1198
H -2.48 -0.43 -1.25 0.1266
H -4.37 -2.73 2.41 0.1406
H -3.22 -1.64 3.25 0.1400
H -1.23 2.47 -0.61 0.1267
H -1.52 1.51 0.84 0.1316
```


No. 5
This record from OMol25 describes a molecular structure, C10H12FNO3. The level of theory is ωB97M-V/def2-TZVPD.

Computed properties:
HOMO energy (hartree): -0.3346
LUMO (eV): 0.731
Total charge: 0
HOMO-LUMO gap (Ha): 0.3615

XYZ file:
```
27
Properties=species:S:1:pos:R:3:lowdin_charge:R:1
C -0.89 1.98 3.20 -0.1040
C 0.22 1.39 2.62 -0.0664
C -1.96 2.32 2.40 -0.0680
C 0.30 1.17 1.23 -0.0071
C -1.86 2.18 1.02 0.0213
C -0.70 1.65 0.42 -0.2420
C -0.31 -0.70 -1.01 -0.4976
C 2.43 -2.85 -0.84 -0.0556
C 0.95 -2.72 -0.75 -0.1353
C -0.12 0.70 -1.62 -0.3967
N -1.03 0.50 -3.27 0.0974
O -1.22 -1.16 -0.41 0.1693
O -0.84 1.60 -0.94 0.0871
O 0.83 -1.33 -1.25 -0.0190
F 1.10 0.98 -2.01 0.1509
H -1.00 2.11 4.29 0.1084
H 0.99 0.88 3.21 0.1090
H -2.76 2.87 2.92 0.1134
H 1.08 0.65 0.67 0.1227
H -2.54 2.65 0.49 0.0745
H 2.76 -2.87 -1.85 0.0795
H 2.81 -2.04 -0.31 0.0652
H 2.68 -3.75 -0.31 0.0795
H 0.69 -2.74 0.31 0.1374
H 0.42 -3.23 -1.45 0.0998
H -0.39 0.02 -3.91 0.0265
H -1.67 -0.24 -2.85 0.0498
```


No. 6
This record from OMol25 describes 3 unconnected molecules or ions with the total composition C4H16NO2. The level of theory is ωB97M-V/def2-TZVPD.

Computed properties:
HOMO energy (spin up / spin down) (hartree): -0.0866 / -0.4239
LUMO (spin up / spin down) (eV): 0.492 / 0.302
Total charge: 0
Multiplicity: 2
HOMO-LUMO gap (spin up / spin down) (Ha): 0.1047 / 0.4350

XYZ file:
```
23
Properties=species:S:1:pos:R:3:lowdin_spin:R:1
C -0.97 0.05 -2.11 0.0236
C 0.20 0.55 -1.33 0.0402
N -0.08 0.15 0.25 0.0355
C -1.30 0.68 0.97 0.1478
C 1.58 0.11 -1.67 0.0598
H -1.89 0.14 -1.58 0.0049
H -0.81 -0.93 -2.39 0.0047
H -1.05 0.64 -3.08 0.0039
H 0.42 1.66 -1.40 0.0215
H -0.05 -0.82 0.33 0.0158
H 0.75 0.45 0.84 0.0291
H -1.84 1.36 0.23 0.0094
H -2.13 -0.07 1.23 0.0139
H -1.08 1.33 1.79 0.0501
H 2.20 0.49 -0.98 0.0269
H 2.20 0.65 -2.46 0.0056
H 1.71 -0.97 -1.98 0.0056
H -0.80 -3.18 2.55 0.0142
H -0.36 -3.59 1.04 0.0250
O -0.56 -2.81 1.73 0.0744
H 0.66 1.81 2.77 0.0839
H 1.97 1.08 2.93 0.0688
O 1.23 1.24 2.33 0.2355
```


no.,largest force on an atom (eV/A)
1,4.2
2,5.6
3,6.2
4,1.5
5,5.7
6,4.8